# 1
The following is a DFT calculation (ωB97M-V with the def2-TZVPD basis set) of a single C3H5NO molecule at a distorted geometry.

Results
Net charge = 0
Relative energy (zero: lowest compared OMol25 entry of this formula, charge and spin) = 60.8 kJ/mol

Each line ends with the natural charge from an NBO analysis.
Geometry (Å):
H (-1.440, 0.085, -1.087)  0.23
N (1.839, 1.936, 0.024)  -0.31
H (-1.684, -1.008, 0.289)  0.23
C (1.051, 1.091, 0.108)  0.24
H (0.413, -0.496, 1.271)  0.20
H (-1.703, 0.748, 0.550)  0.22
C (-1.239, -0.058, -0.022)  -0.61
C (0.259, -0.161, 0.234)  0.01
H (1.734, -1.042, -0.678)  0.48
O (0.770, -1.096, -0.688)  -0.69

=====

# 2
The following is a DFT calculation (ωB97M-V with the def2-TZVPD basis set) of 2 unconnected molecules or ions with the total composition C3H5NO at a distorted geometry.

Results
Net charge = 0
Relative energy (zero: lowest compared OMol25 entry of this formula, charge and spin) = 293.3 kJ/mol

Each line ends with the natural charge from an NBO analysis.
Geometry (Å):
H (-1.911, -1.069, 0.550)  0.26
O (0.745, -0.662, -0.863)  -0.58
N (2.461, 1.031, 0.101)  -0.72
C (-1.440, -0.277, -0.040)  -0.73
C (1.461, 1.605, 0.351)  -0.06
H (-1.725, -0.347, -1.089)  0.25
H (-1.769, 0.681, 0.377)  0.28
H (1.693, -0.339, -0.623)  0.55
H (0.469, -0.267, 1.108)  0.23
C (0.017, -0.357, 0.127)  0.53

=====

# 3
The following is a DFT calculation (ωB97M-V with the def2-TZVPD basis set) of a molecular structure, C3H5NO at a distorted geometry.

Results
Net charge = 0
Relative energy (zero: lowest compared OMol25 entry of this formula, charge and spin) = 408.7 kJ/mol

Each line ends with the natural charge from an NBO analysis.
Geometry (Å):
C (1.152, -0.906, 0.457)  0.13
C (-0.723, 0.815, 0.049)  -0.03
N (0.570, -0.030, 1.158)  -0.62
H (-0.164, 1.715, -0.243)  0.15
O (-0.743, -0.195, -0.839)  -0.50
H (0.048, 0.340, 1.907)  0.45
C (0.534, -0.783, -0.956)  -0.18
H (1.216, -0.149, -1.542)  0.19
H (-1.754, 1.041, 0.389)  0.19
H (0.402, -1.744, -1.455)  0.21

=====

# 4
The following is a DFT calculation (ωB97M-V with the def2-TZVPD basis set) of a single C3H5NO molecule at a distorted geometry.

Results
Net charge = 0
Relative energy (zero: lowest compared OMol25 entry of this formula, charge and spin) = 247.1 kJ/mol

Each line ends with the natural charge from an NBO analysis.
Geometry (Å):
H (1.061, -1.814, 0.039)  0.19
H (-1.293, -1.044, 0.962)  0.39
H (0.756, -0.099, -1.970)  0.24
C (-0.187, 0.611, 0.198)  0.68
H (0.131, -1.709, -1.470)  0.18
H (1.906, 0.351, -0.253)  0.23
C (0.339, -1.333, -0.409)  -0.24
C (0.856, -0.039, -0.799)  -0.48
O (-0.474, 1.693, 0.788)  -0.60
N (-0.688, -0.666, 0.350)  -0.59

=====

no.,E (a.u.),Kohn-Sham gap (eV)
1,-247.28410,12.04
2,-247.19552,8.75
3,-247.15156,9.10
4,-247.21313,10.82